# CH4Br2N

A 2-piece molecular cluster, CH4Br2N overall (wB97M-V/def2-TZVPD, the OMol25 dataset).

Each atom is followed by the atoms it is bonded to, with distances in Å.
Cartesian coordinates (Å):
1 C 0.663 0.062 -0.231  N2 1.568, Br3 1.878, Br4 1.955
2 N -0.812 0.006 0.298  C1 1.568, H6 1.150, H7 1.140, H8 1.005
3 Br 0.772 -0.805 -1.893  C1 1.878
4 Br 1.263 1.921 -0.158  C1 1.955
5 H 1.682 -0.884 0.728  no bonds
6 H -0.843 -0.065 1.446  N2 1.150
7 H -1.231 -0.924 -0.210  N2 1.140
8 H -1.494 0.689 0.021  N2 1.005

The molecular weight is 189.86 g mol⁻¹. As for the expectation value of S²: 2.01. The total energy comes out at -5242.75433 Ha. The calculation puts the energy relative to the best compared isomer or geometry (same formula, charge and spin) at 77.0 kJ/mol. As for the total charge: +1. Its orbital gap (spin up / spin down) is 7.32 / 7.09 eV. Its spin multiplicity is 3.

Mulliken atomic charge list, values in e, 2 entries: number 1, C, carries -0.123; number 2, N, carries -0.494